(A)
Density functional theory data (ωB97M-V/def2-TZVPD) for a structure of composition C22H37N8O5S4Y.

As for the spin multiplicity: 1. As for the net charge: -2.

CARTESIAN COORDINATES (ANGSTROEM)
Y: -0.869 -0.389 -1.009
C: 7.262 -1.625 -1.336
C: 5.916 -1.113 -0.891
C: 4.765 -1.368 -1.624
C: 3.533 -0.874 -1.221
C: 3.441 -0.106 -0.073
C: 4.582 0.140 0.689
C: 5.807 -0.361 0.278
S: 1.871 0.545 0.516
O: 1.291 1.472 -0.447
O: 2.282 1.169 1.776
N: 0.824 -0.607 0.661
C: 1.283 -1.892 1.195
C: 0.780 -3.044 0.307
O: 1.269 -4.160 0.494
O: -0.150 -2.731 -0.518
H: 7.165 -2.362 -2.135
H: 7.795 -2.089 -0.502
H: 7.881 -0.805 -1.709
H: 4.820 -1.966 -2.528
H: 2.650 -1.079 -1.806
H: 4.482 0.717 1.597
H: 6.694 -0.169 0.874
H: 0.890 -2.060 2.204
H: 2.369 -1.961 1.260
S: 0.853 -0.477 -3.272
C: 0.371 0.849 -4.291
C: 1.136 0.996 -5.502
N: 1.765 1.082 -6.465
C: -0.645 1.718 -4.039
S: -1.693 1.702 -2.648
C: -0.914 2.759 -4.998
N: -1.154 3.597 -5.753
N: -2.184 -1.860 2.045
H: -2.615 -1.416 1.208
H: -2.860 -2.536 2.384
H: -1.418 -2.410 1.660
N: -2.462 -1.977 -3.905
N: -1.587 -2.300 -2.800
H: -2.021 -1.171 -4.336
H: -3.282 -1.594 -3.457
H: -0.783 -2.771 -3.186
H: -2.064 -2.975 -2.214
C: -5.024 -2.222 -0.562
C: -4.408 -0.816 -0.659
C: -4.959 0.014 0.514
C: -4.920 -0.155 -1.948
O: -3.019 -0.956 -0.617
H: -6.116 -2.188 -0.659
H: -4.768 -2.672 0.403
H: -4.617 -2.855 -1.355
H: -6.051 -0.060 0.544
H: -4.680 1.061 0.397
H: -4.546 -0.335 1.464
H: -5.958 0.170 -1.823
H: -4.892 -0.845 -2.796
H: -4.307 0.712 -2.186
C: 0.835 4.940 2.226
C: 0.172 3.746 1.551
N: 0.027 2.659 2.523
C: -0.868 1.645 2.332
S: -2.052 1.642 1.111
N: -0.829 0.622 3.188
C: 0.192 0.402 4.199
C: 0.012 1.295 5.431
H: 0.929 5.766 1.518
H: 1.838 4.680 2.583
H: 0.240 5.273 3.081
H: 0.760 3.406 0.697
H: -0.815 4.004 1.189
H: 0.936 2.298 2.799
H: -1.389 -0.186 2.895
H: 1.185 0.550 3.770
H: 0.113 -0.643 4.496
H: 0.041 2.347 5.146
H: 0.809 1.104 6.156
H: -0.951 1.097 5.909

Atom charges from the Löwdin analysis, given in e for atoms 1 to 2:
1. Y 1.146
2. C -0.064


(B)
Density functional theory data (ωB97M-V/def2-TZVPD) for a structure of composition C22H37N8O5S4Y.

As for the spin multiplicity: 1. As for the net charge: -2.

CARTESIAN COORDINATES (ANGSTROEM)
Y: 0.373 0.870 1.168
C: -4.734 -2.943 3.389
C: -3.991 -1.632 3.374
C: -3.866 -0.864 4.525
C: -3.161 0.334 4.522
C: -2.573 0.770 3.352
C: -2.680 0.006 2.193
C: -3.383 -1.180 2.203
S: -1.826 2.376 3.330
O: -2.617 3.134 2.373
O: -1.866 2.891 4.686
N: -0.327 2.152 2.822
C: 0.378 3.472 2.862
C: 1.606 3.570 1.955
O: 2.328 4.550 2.090
O: 1.774 2.624 1.088
H: -5.396 -3.010 4.253
H: -4.022 -3.771 3.434
H: -5.329 -3.065 2.482
H: -4.326 -1.211 5.445
H: -3.060 0.939 5.413
H: -2.208 0.339 1.276
H: -3.437 -1.783 1.302
H: 0.682 3.719 3.877
H: -0.291 4.272 2.531
S: 0.146 -1.301 3.073
C: -0.350 -2.632 2.069
C: -1.039 -3.712 2.740
N: -1.587 -4.561 3.295
C: -0.127 -2.734 0.730
S: 0.727 -1.557 -0.231
C: -0.585 -3.909 0.024
N: -0.919 -4.843 -0.566
N: 2.780 0.120 1.761
H: 2.860 -0.883 1.865
H: 3.081 0.563 2.622
H: 3.421 0.422 1.029
N: 1.950 3.913 -2.132
N: 2.175 2.508 -1.882
H: 1.703 4.352 -1.246
H: 1.130 3.975 -2.718
H: 1.320 2.098 -1.492
H: 2.850 2.477 -1.123
C: -1.172 2.090 -2.863
C: -1.626 1.549 -1.501
C: -2.269 0.174 -1.722
C: -2.656 2.517 -0.927
O: -0.515 1.442 -0.657
H: -2.018 2.182 -3.551
H: -0.424 1.427 -3.310
H: -0.730 3.079 -2.731
H: -2.928 0.185 -2.597
H: -2.867 -0.128 -0.856
H: -1.489 -0.573 -1.870
H: -3.555 2.535 -1.553
H: -2.237 3.526 -0.880
H: -2.938 2.245 0.090
C: 1.916 -0.615 -4.825
C: 1.953 -0.565 -3.302
N: 3.209 -0.004 -2.796
C: 4.115 -0.569 -1.987
S: 5.099 0.418 -0.989
N: 4.303 -1.908 -1.942
C: 3.839 -2.981 -2.811
C: 2.822 -3.901 -2.141
H: 0.984 -1.070 -5.170
H: 2.755 -1.194 -5.221
H: 1.983 0.393 -5.239
H: 1.759 -1.534 -2.861
H: 1.156 0.086 -2.939
H: 3.155 1.015 -2.683
H: 4.928 -2.166 -1.197
H: 4.720 -3.557 -3.108
H: 3.434 -2.551 -3.719
H: 3.286 -4.453 -1.321
H: 2.426 -4.622 -2.860
H: 1.994 -3.325 -1.723

Atom charges from the Löwdin analysis, given in e for atoms 1 to 2:
1. Y 1.169
2. C -0.057


It is (A) that is the most stable of them.


(A)
Density functional theory data (ωB97M-V/def2-TZVPD) for the ion C4H5N2O3 with charge -1.

As for the spin multiplicity: 1. As for the net charge: -1. Its structure (SMILES) is C/C([O-])=N/C=C\[N+](=O)[O-].

CARTESIAN COORDINATES (ANGSTROEM)
C: -1.889 1.115 -0.373
C: -3.166 0.491 -0.667
C: 0.489 0.831 0.191
C: 0.967 1.003 1.591
N: -0.792 0.596 0.019
N: -3.414 -0.835 -0.549
O: -4.381 -1.286 -1.234
O: 1.309 0.690 -0.676
O: -2.871 -1.542 0.362
H: -1.929 2.200 -0.474
H: -3.726 1.019 -1.400
H: 1.820 0.291 1.719
H: 0.276 0.758 2.261
H: 1.170 2.042 1.775

Atom charges from the natural (NBO) analysis, given in e for atoms 1 to 2:
1. C 0.140
2. C -0.324


(B)
Density functional theory data (ωB97M-V/def2-TZVPD) for a cluster of 2 separate species, C4H5N2O3 in total.

As for the spin multiplicity: 1. As for the net charge: -1.

CARTESIAN COORDINATES (ANGSTROEM)
C: -2.285 -0.154 -0.645
C: -1.890 2.307 0.195
C: 1.212 -0.766 1.410
C: 1.868 -1.007 -0.821
N: -1.674 0.772 -0.171
N: 2.082 -0.697 0.575
O: -2.660 -1.191 -1.075
O: -0.894 2.912 0.414
O: -3.073 2.497 0.169
H: 0.263 -1.297 1.114
H: 1.356 -0.297 2.337
H: 1.762 -0.046 -1.330
H: 2.906 -1.444 -1.056
H: 1.026 -1.589 -1.115

Atom charges from the natural (NBO) analysis, given in e for atoms 1 to 2:
1. C 0.806
2. C 0.920


It is (B) that is the most stable of them.


(A)
Density functional theory data (ωB97M-V/def2-TZVPD) for a cluster of 2 separate species, CH4NO in total.

As for the spin multiplicity: 1. As for the net charge: -1.

CARTESIAN COORDINATES (ANGSTROEM)
N: 0.439 0.684 0.479
C: -0.299 -0.058 1.292
O: 0.111 0.299 -1.979
H: 0.034 0.469 -0.942
H: 0.888 -0.333 -1.926
H: 0.171 -0.782 2.033
H: -1.344 -0.279 1.043

Atom charges from the natural (NBO) analysis, given in e for atoms 1 to 2:
1. N -0.781
2. C -0.234


(B)
Density functional theory data (ωB97M-V/def2-TZVPD) for the ion CH4NO with charge -1.

As for the spin multiplicity: 1. As for the net charge: -1. Its structure (SMILES) is NC[O-].

CARTESIAN COORDINATES (ANGSTROEM)
N: -0.516 0.833 0.420
C: 0.470 -0.265 -0.229
O: 0.258 -1.591 0.090
H: -0.757 0.288 1.202
H: -1.327 0.678 -0.131
H: 1.518 0.150 0.013
H: 0.354 -0.094 -1.365

Atom charges from the natural (NBO) analysis, given in e for atoms 1 to 2:
1. N -0.929
2. C 0.124


(C)
Density functional theory data (ωB97M-V/def2-TZVPD) for a cluster of 2 separate species, CH4NO in total.

As for the spin multiplicity: 1. As for the net charge: -1.

CARTESIAN COORDINATES (ANGSTROEM)
C: 0.389 0.412 0.259
N: -0.173 -0.700 -0.564
O: -0.147 -1.894 0.001
H: -0.063 0.530 1.188
H: 1.404 0.348 0.381
H: 0.229 1.378 -0.468
H: -1.638 -0.075 -0.797

Atom charges from the natural (NBO) analysis, given in e for atoms 1 to 2:
1. C -0.444
2. N -0.167


It is (B) that is the most stable of them.


(A)
Density functional theory data (ωB97M-V/def2-TZVPD) for a structure of composition C3HF5O3S.

As for the spin multiplicity: 1. As for the net charge: 0.

CARTESIAN COORDINATES (ANGSTROEM)
C: -0.329 -0.031 -1.235
C: -0.636 0.383 0.015
C: 0.230 1.440 0.688
O: -0.594 -2.622 -0.115
O: 1.648 -1.669 -0.387
O: 0.196 -0.889 1.413
F: -1.174 -0.766 -1.956
F: -1.822 0.159 0.546
F: 0.052 2.629 0.074
F: -0.034 1.622 1.962
F: 1.522 1.143 0.534
S: 0.379 -1.666 0.230
H: 0.561 0.268 -1.770

Atom charges from the natural (NBO) analysis, given in e for atoms 1 to 2:
1. C 0.054
2. C 0.301


(B)
Density functional theory data (ωB97M-V/def2-TZVPD) for a structure of composition C3HF5O3S.

As for the spin multiplicity: 1. As for the net charge: 0.

CARTESIAN COORDINATES (ANGSTROEM)
C: -0.782 -0.115 0.143
C: 0.859 0.909 -0.322
C: -0.725 -0.509 1.614
O: 0.056 0.335 -2.892
O: 1.781 -1.127 -1.923
O: -0.496 -1.035 -0.778
F: -1.817 0.676 -0.165
F: 0.821 2.206 -0.525
F: 1.902 0.576 0.421
F: -1.939 -0.831 2.084
F: -0.289 0.534 2.352
S: 0.680 -0.256 -1.773
H: -0.050 -1.366 1.764

Atom charges from the natural (NBO) analysis, given in e for atoms 1 to 2:
1. C 0.542
2. C 0.439


It is (B) that is the most stable of them.


(A)
Density functional theory data (ωB97M-V/def2-TZVPD) for a cluster of 2 separate species, C4H6N3 in total.

As for the spin multiplicity: 3. As for the net charge: +1.

CARTESIAN COORDINATES (ANGSTROEM)
C: -0.697 -1.953 -0.141
C: -1.448 2.760 -0.171
C: 3.267 -0.608 0.480
C: -0.724 0.533 -0.111
N: -0.410 -0.588 0.156
N: -0.716 1.767 0.128
N: 2.136 -0.773 0.557
H: -0.483 -2.484 0.753
H: -0.049 -2.504 -0.909
H: -2.257 2.594 -0.772
H: -1.253 3.677 0.228
H: -1.748 -1.925 -0.608
H: 4.380 -0.496 0.411

Atom charges from the natural (NBO) analysis, given in e for atoms 1 to 2:
1. C -0.451
2. C -0.189


(B)
Density functional theory data (ωB97M-V/def2-TZVPD) for the ion C4H6N3 with charge +1.

As for the spin multiplicity: 3. As for the net charge: +1.

CARTESIAN COORDINATES (ANGSTROEM)
C: 0.500 -0.677 -0.027
C: 0.571 0.826 -0.012
C: -0.588 -1.659 0.020
C: -0.674 1.687 -0.022
N: 1.815 -1.040 0.098
N: 2.478 -0.015 -0.099
N: 1.843 1.103 0.026
H: -1.320 -1.644 -0.884
H: -1.270 -1.518 0.796
H: -0.060 -2.584 0.100
H: -1.234 1.492 0.885
H: -1.420 1.328 -0.894
H: -0.641 2.701 0.013

Atom charges from the natural (NBO) analysis, given in e for atoms 1 to 2:
1. C 0.359
2. C 0.290


It is (B) that is the most stable of them.


(A)
Density functional theory data (ωB97M-V/def2-TZVPD) for a cluster of 2 separate species, C2H10NO2 in total.

As for the spin multiplicity: 1. As for the net charge: +1.

CARTESIAN COORDINATES (ANGSTROEM)
C: 1.305 -0.912 0.072
O: 0.839 -1.446 1.305
C: 0.070 -0.329 -0.637
N: 0.232 1.173 -0.831
H: 1.730 -1.723 -0.512
H: 2.015 -0.116 0.297
H: 1.238 -2.302 1.518
H: 0.051 -0.724 -1.652
H: -0.901 -0.586 -0.246
H: 0.732 1.346 -1.696
H: 0.768 1.516 -0.036
H: -0.677 1.636 -0.862
H: -2.925 0.461 0.568
H: -2.353 1.110 1.814
O: -2.124 0.895 0.898

Atom charges from the natural (NBO) analysis, given in e for atoms 1 to 2:
1. C -0.082
2. O -0.717


(B)
Density functional theory data (ωB97M-V/def2-TZVPD) for a cluster of 3 separate species, C2H10NO2 in total.

As for the spin multiplicity: 1. As for the net charge: +1.

CARTESIAN COORDINATES (ANGSTROEM)
C: 0.574 -1.394 0.039
C: 1.504 0.592 -0.755
N: 1.731 -0.669 -0.409
H: 0.337 -2.117 -0.712
H: -0.404 -0.983 0.187
H: 0.582 -2.076 1.019
H: 0.581 1.149 -0.723
H: 2.442 1.104 -0.918
H: 2.609 -1.199 -0.471
H: -2.981 -0.198 0.274
H: -2.719 1.012 -0.643
O: -2.629 0.670 0.281
H: -0.246 1.996 1.278
H: -1.139 0.877 0.772
O: -0.240 1.235 0.781

Atom charges from the natural (NBO) analysis, given in e for atoms 1 to 2:
1. C -0.481
2. C 0.154


It is (A) that is the most stable of them.